Computed, not measured: a molecular structure, C14H30F6Na3O12S2 at a distorted geometry, with ωB97M-V/def2-TZVPD.

Element x y z (Å)
Na -9.13 -14.95 5.08
Na -10.58 -11.41 10.77
Na -6.76 -16.28 13.00
C -8.03 -20.01 7.80
F -7.40 -19.18 6.93
F -8.99 -20.70 7.18
F -7.16 -20.77 8.50
S -8.98 -18.88 9.08
O -9.38 -17.65 8.42
O -10.22 -19.62 9.44
O -8.06 -18.64 10.19
C -5.40 -11.52 9.52
F -4.85 -11.34 10.74
F -6.09 -10.44 9.20
F -4.47 -11.59 8.59
S -6.45 -13.10 9.47
O -7.34 -12.98 10.67
O -7.16 -13.23 8.23
O -5.48 -14.22 9.72
C -5.75 -18.98 15.67
O -5.94 -17.60 15.81
C -5.33 -17.04 16.94
C -5.57 -15.52 17.05
O -5.10 -15.06 15.73
C -4.94 -13.70 15.76
H -4.77 -19.16 15.22
H -6.55 -19.52 15.16
H -5.79 -19.51 16.63
H -4.31 -17.41 16.96
H -6.03 -17.47 17.65
H -4.97 -15.10 17.86
H -6.60 -15.23 17.25
H -4.48 -13.30 14.85
H -4.41 -13.32 16.63
H -5.97 -13.35 15.84
C 4.40 -15.44 15.46
O 3.24 -15.67 14.62
C 2.07 -15.31 15.26
C 0.89 -15.51 14.38
O 0.90 -14.62 13.26
C -0.14 -14.79 12.36
H 4.15 -14.56 16.06
H 5.28 -15.06 14.93
H 4.63 -16.38 15.96
H 2.22 -14.34 15.72
H 1.91 -15.96 16.12
H 0.10 -15.50 15.13
H 0.91 -16.49 13.91
H -1.14 -14.53 12.72
H -0.16 -15.83 12.03
H 0.08 -14.06 11.58
C -6.99 -12.55 3.09
O -7.86 -13.32 2.37
C -8.39 -12.81 1.14
C -9.37 -13.88 0.65
O -10.13 -14.35 1.75
C -11.39 -14.99 1.37
H -6.34 -13.15 3.73
H -7.64 -11.86 3.63
H -6.42 -11.95 2.37
H -7.59 -12.64 0.42
H -8.82 -11.85 1.44
H -8.93 -14.77 0.20
H -10.02 -13.42 -0.09
H -11.97 -15.32 2.23
H -11.32 -15.94 0.83
H -11.93 -14.28 0.75

Values from the calculation:
Relative energy (zero: lowest compared OMol25 entry of this formula, charge and spin)   221.4 kcal per mole
Charge   +1
HOMO   -9.585 eV
Gap between HOMO and LUMO   4.7863 eV

Atomic partial charges in e from the natural (NBO) method, atoms 1 to 2: atom 1 (Na): 0.98, atom 2 (Na): 1.00